Record 1
A molecular structure, C29H29CaN2O3S2. Source: the Open Molecules 2025 dataset; level of theory: wB97M-V/def2-TZVPD.

Structure (XYZ):
```
66
Properties=species:S:1:pos:R:3:nbo_charge:R:1
C 2.250 0.084 0.866 -0.361
C 2.294 -0.628 -0.375 -0.355
C 1.923 0.269 -1.423 -0.430
H 2.498 -1.696 -0.496 0.213
C 1.663 1.557 -0.832 -0.468
C 1.872 1.436 0.585 -0.403
H 1.299 2.448 -1.351 0.202
C -1.333 -1.576 1.243 -0.401
C -0.214 -2.300 0.731 -0.367
C -0.308 -2.313 -0.692 -0.365
H 0.610 -2.710 1.324 0.220
C -1.488 -1.596 -1.074 -0.199
C -2.124 -1.129 0.136 -0.415
H 1.816 0.028 -2.486 0.213
H 1.672 2.210 1.328 0.262
H 2.417 -0.334 1.863 0.231
H -2.993 -0.463 0.190 0.217
H 0.429 -2.731 -1.390 0.218
H -1.518 -1.328 2.292 0.223
Ca -0.127 0.198 0.036 1.710
C -1.993 -1.342 -2.472 -0.059
C -3.498 -1.591 -2.454 -0.609
C -1.286 -2.275 -3.461 -0.613
H -3.679 -2.617 -2.096 0.209
H -3.904 -1.477 -3.464 0.232
H -4.005 -0.888 -1.781 0.204
H -1.489 -3.320 -3.179 0.218
H -0.197 -2.110 -3.471 0.208
H -1.682 -2.098 -4.472 0.213
C -1.666 0.140 -2.836 -0.528
C -2.224 0.654 -4.172 0.698
H -0.565 0.269 -2.869 0.238
H -2.059 0.825 -2.050 0.225
O -3.133 0.135 -4.824 -0.640
N -1.614 1.791 -4.629 -0.629
C -0.424 2.444 -4.081 -0.253
H -1.945 2.110 -5.533 0.399
C 0.890 1.860 -4.549 0.043
C 2.074 2.489 -4.150 -0.237
H 2.016 3.371 -3.505 0.217
C 3.311 1.992 -4.555 -0.182
H 4.224 2.497 -4.236 0.215
C 3.380 0.851 -5.363 -0.225
H 4.348 0.461 -5.681 0.212
C 2.202 0.212 -5.759 -0.207
H 2.238 -0.679 -6.387 0.212
C 0.954 0.714 -5.355 -0.258
H 0.034 0.217 -5.678 0.224
H -0.461 2.410 -2.973 0.222
H -0.472 3.508 -4.363 0.214
O 1.885 2.631 5.549 -0.910
S 1.657 1.376 4.879 2.228
O 2.774 0.569 4.441 -0.911
N 0.813 1.746 3.439 -0.746
C -0.408 1.308 3.288 0.078
S -1.271 1.697 1.905 -0.412
C -0.861 0.508 4.449 -0.023
C -2.101 -0.115 4.625 -0.212
C -2.354 -0.835 5.800 -0.204
C -1.371 -0.936 6.792 -0.216
C -0.117 -0.308 6.614 -0.204
C 0.133 0.413 5.436 -0.266
H -2.862 -0.020 3.842 0.245
H -3.322 -1.315 5.937 0.213
H -1.572 -1.498 7.706 0.212
H 0.656 -0.377 7.383 0.222
```

Values from the calculation:
Gap between HOMO and LUMO, eV: 6.9898
HOMO level, eV: -4.51
Total charge: -1
ΔE to the lowest compared entry with this formula, charge and spin, kcal/mol: 0.0
2S+1: 1

---

Record 2
A molecular structure, C29H29Cl6N5O4STeTi. Source: the Open Molecules 2025 dataset; level of theory: wB97M-V/def2-TZVPD.

Structure (XYZ):
```
76
Properties=species:S:1:pos:R:3:mulliken_spin:R:1
Ti -1.838 -1.726 1.183 1.026
N -0.129 -4.319 -1.446 0.000
C 0.396 -4.555 -2.790 0.000
C 0.011 -3.446 -3.758 0.000
C 0.320 -2.023 -3.280 0.000
N -0.774 -1.553 -2.432 0.000
H -0.478 -5.153 -0.996 0.000
H -0.875 -3.631 -1.447 0.001
H 0.053 -5.511 -3.205 0.000
H 1.492 -4.610 -2.749 0.000
H -1.068 -3.512 -3.947 0.000
H 0.524 -3.620 -4.708 0.000
H 0.505 -1.392 -4.159 0.000
H 1.233 -2.010 -2.676 0.000
H -1.638 -1.530 -2.962 0.000
H -0.603 -0.627 -2.061 0.001
Cl -7.756 0.562 -1.833 0.000
C -6.267 -0.265 -1.408 -0.001
C -5.232 0.446 -0.826 0.003
C -4.085 -0.229 -0.491 -0.006
Cl -2.769 0.635 0.281 -0.001
C -3.897 -1.608 -0.701 0.017
O -2.797 -2.224 -0.378 -0.015
C -4.977 -2.265 -1.325 -0.004
Cl -4.802 -3.955 -1.686 0.000
C -6.142 -1.619 -1.663 0.001
H -5.318 1.507 -0.640 0.001
H -6.952 -2.169 -2.123 0.000
Cl 6.120 0.915 -4.034 0.000
C 5.094 1.399 -2.704 0.003
C 5.663 1.864 -1.541 -0.003
C 4.828 2.223 -0.490 0.020
C 3.445 2.138 -0.582 -0.017
C 2.623 2.470 0.646 0.049
C 2.643 1.306 1.638 0.002
N 1.860 0.158 1.186 0.002
C 2.339 -1.092 0.836 -0.008
C 1.256 -1.832 0.501 -0.002
N 0.118 -1.048 0.630 0.016
C 0.535 0.131 1.044 0.016
O 3.174 3.602 1.256 0.016
C 2.177 4.475 1.893 0.019
C 1.196 5.040 0.942 0.043
C 1.485 6.044 -0.005 0.394
Cl 2.976 6.902 -0.173 0.048
S 0.150 6.384 -1.066 0.209
C -0.813 5.166 -0.260 0.306
C -0.116 4.557 0.770 -0.041
C 2.915 1.687 -1.774 -0.003
Cl 1.198 1.593 -2.028 0.001
C 3.728 1.309 -2.845 -0.005
H 6.739 1.940 -1.455 0.001
H 5.251 2.603 0.433 -0.006
H 1.591 2.668 0.342 -0.042
H 2.255 1.634 2.602 -0.008
H 3.672 0.972 1.766 0.003
H 3.388 -1.333 0.887 0.001
H 1.183 -2.855 0.172 0.001
H -0.084 0.981 1.282 -0.009
H 2.792 5.247 2.351 0.009
H 1.651 3.925 2.679 0.009
H -1.821 4.969 -0.593 0.013
H -0.549 3.790 1.407 -0.026
H 3.288 0.953 -3.765 0.006
O -3.259 -1.833 2.426 -0.009
C -2.232 -2.069 3.346 -0.006
C -2.520 -2.036 4.834 -0.004
C -1.195 -1.493 5.386 0.001
C -0.643 -0.658 4.225 0.008
O 0.219 0.225 4.350 0.005
N -1.229 -1.057 3.099 -0.020
H -2.825 -3.002 5.231 0.000
H -3.328 -1.314 4.982 -0.001
H -0.495 -2.318 5.550 0.001
H -1.273 -0.905 6.299 0.000
Te -1.306 -4.023 2.551 -0.011
```

Values from the calculation:
Gap between HOMO and LUMO (spin up / spin down), eV: 2.4827 / 5.3747
HOMO level (spin up / spin down), eV: 1.16 / -1.74
Total charge: -2
2S+1: 3

---

Record 3
A molecular structure, C29H29IN7O4Zn. Source: the Open Molecules 2025 dataset; level of theory: wB97M-V/def2-TZVPD.

Structure (XYZ):
```
71
Properties=species:S:1:pos:R:3:lowdin_charge:R:1
Zn 0.832 1.100 0.508 0.721
C 4.011 2.558 3.241 -0.027
C 2.681 2.143 2.683 -0.249
N 2.577 1.266 1.752 0.012
N 3.763 0.773 1.250 0.044
C 3.673 0.712 -0.071 -0.468
O 2.659 1.042 -0.760 -0.072
C 4.939 0.336 -0.789 -0.141
C 6.099 -0.022 -0.108 -0.041
C 7.246 -0.355 -0.812 -0.102
C 7.246 -0.332 -2.201 -0.115
C 6.091 0.025 -2.884 -0.094
C 4.942 0.354 -2.180 -0.026
C 1.447 2.852 3.081 -0.204
C 1.375 3.711 4.177 -0.021
C 0.207 4.426 4.384 -0.076
C -0.844 4.289 3.491 -0.057
C -0.690 3.410 2.428 -0.106
N 0.414 2.705 2.247 0.105
H 4.706 1.728 3.162 0.065
H 4.419 3.374 2.637 0.094
H 3.945 2.901 4.272 0.058
H 6.080 -0.031 0.973 0.099
H 8.146 -0.635 -0.277 0.092
H 8.145 -0.591 -2.749 0.091
H 6.087 0.044 -3.967 0.094
H 4.024 0.634 -2.680 0.112
H 2.207 3.827 4.855 0.094
H 0.127 5.096 5.232 0.100
H -1.764 4.847 3.606 0.099
H -1.449 3.271 1.666 0.102
N -2.034 0.740 0.939 0.076
C -1.536 -0.053 1.811 -0.735
O -0.306 -0.251 1.961 -0.089
C -2.445 -0.915 2.713 -0.543
I -3.579 0.261 4.101 0.713
H -1.256 1.562 0.067 -0.103
H -3.046 0.819 0.984 0.050
H -1.849 -1.591 3.316 0.042
H -3.191 -1.456 2.137 -0.030
C -4.969 -2.893 1.361 -0.056
C -4.628 -2.583 -0.071 -0.270
C -4.043 -1.375 -0.427 -0.020
C -3.705 -1.075 -1.737 0.002
C -3.948 -2.004 -2.743 -0.253
N -3.636 -1.775 -4.098 0.124
C -2.897 -0.741 -4.650 -0.543
O -3.176 -0.294 -5.751 0.045
N -1.878 -0.259 -3.883 0.134
C -1.086 -0.938 -2.920 -0.239
C -0.937 -2.313 -2.898 -0.027
C -0.181 -2.871 -1.881 -0.060
C 0.385 -2.033 -0.938 -0.130
N 0.243 -0.710 -0.973 0.053
C -0.475 -0.143 -1.953 -0.064
C -4.535 -3.222 -2.402 -0.034
C -4.875 -3.499 -1.090 -0.055
H -4.741 -2.048 2.010 0.032
H -4.406 -3.755 1.726 0.088
H -6.030 -3.128 1.478 0.081
H -3.845 -0.635 0.339 0.075
H -3.239 -0.127 -1.965 0.118
H -4.253 -2.193 -4.775 0.143
H -1.526 0.642 -4.167 0.159
H -1.409 -2.939 -3.644 0.114
H -0.043 -3.942 -1.822 0.097
H 0.963 -2.428 -0.110 0.111
H -0.635 0.983 -1.695 0.087
H -4.716 -3.956 -3.179 0.107
H -5.330 -4.455 -0.853 0.108
O -0.543 2.139 -0.485 -0.493
```

Values from the calculation:
Gap between HOMO and LUMO, eV: 6.8270
HOMO level, eV: -4.62
Total charge: -1
ΔE to the lowest compared entry with this formula, charge and spin, kcal/mol: 36.1
2S+1: 1

---

Result set for F_max: 4.39 1.56 2.55 eV/Å, one per record in the order listed.